1.
Below is one molecule with the formula C6H10O, with properties calculated with wB97M-V/def2-TZVPD.

SMILES: O[C@@H]1C=CCCC1
Energy above the lowest of the compared OMol25 structures with the same formula, charge and spin: 86.8 kJ/mol

Element x y z (Å)
1 O -1.795 1.664 -0.697
2 C 0.368 -1.098 -1.235
3 C 1.437 -0.522 -0.237
4 C -0.498 0.460 1.057
5 C -0.817 -0.478 -1.223
6 C 0.708 -0.507 1.136
7 C -0.745 0.778 -0.428
8 H 1.828 0.515 -0.371
9 H 0.365 -1.532 1.292
10 H -1.388 0.049 1.552
11 H -1.790 2.316 0.011
12 H 1.350 -0.247 1.988
13 H 2.343 -1.125 -0.244
14 H -1.757 -0.805 -1.672
15 H -0.271 1.415 1.552
16 H 0.445 -2.073 -1.732
17 H 0.215 1.189 -0.750

These are the natural (NBO) partial charges, in e, on atoms 1 to 2: atom 1 (O): -0.70, atom 2 (C): -0.20

2.
Below is one molecule with the formula CH5N3O, with properties calculated with wB97M-V/def2-TZVPD.

SMILES: N/N=C\NO
Energy above the lowest of the compared OMol25 structures with the same formula, charge and spin: 467.2 kJ/mol

Element x y z (Å)
1 O 0.528 1.889 -0.697
2 N 0.360 -1.091 1.038
3 N -0.250 -1.604 -0.123
4 N -0.297 0.778 -0.348
5 C 0.554 0.208 0.664
6 H -0.239 2.557 -0.930
7 H -0.474 -2.483 0.490
8 H 0.868 0.954 1.270
9 H -1.134 -1.279 -0.315
10 H 0.084 0.070 -1.051

These are the natural (NBO) partial charges, in e, on atoms 1 to 2: atom 1 (O): -0.59, atom 2 (N): -0.27

3.
Below is C3H4Na2O3 as an isolated structure, with properties calculated with wB97M-V/def2-TZVPD.

Energy above the lowest of the compared OMol25 structures with the same formula, charge and spin: 0.0 kJ/mol

Element x y z (Å)
1 Na 0.436 1.614 1.854
2 Na 1.210 -2.034 1.048
3 O 1.095 1.305 -0.510
4 O -0.271 -0.508 1.434
5 O 2.109 -0.691 -0.591
6 C -1.012 -0.508 0.246
7 C -0.699 0.688 -0.678
8 C 2.087 0.495 -0.343
9 H -0.436 0.323 -1.684
10 H -1.569 1.325 -0.894
11 H -0.846 -1.461 -0.330
12 H -2.102 -0.548 0.448

These are the natural (NBO) partial charges, in e, on atoms 1 to 2: atom 1 (Na): 0.90, atom 2 (Na): 0.94

4.
Below is C4H16FN8O4Tl as an isolated structure, with properties calculated with wB97M-V/def2-TZVPD.

Energy above the lowest of the compared OMol25 structures with the same formula, charge and spin: 0.0 kJ/mol
Net charge: +2

Element x y z (Å)
1 Tl 1.263 -0.127 0.217
2 F 2.723 -2.397 0.342
3 O -0.516 0.847 -1.737
4 O 2.197 2.223 -1.005
5 O 0.186 -2.450 1.640
6 O -1.521 -0.369 0.816
7 N -0.772 -4.270 2.656
8 N 2.824 4.172 -1.962
9 N -1.490 2.266 -3.251
10 N 4.108 2.327 -2.280
11 N 1.267 -3.548 3.323
12 N -3.520 -0.070 1.757
13 N -1.715 -0.319 3.127
14 N -1.779 0.031 -3.447
15 C 3.022 2.869 -1.679
16 C 0.235 -3.394 2.451
17 C -1.171 1.046 -2.765
18 C -2.205 -0.265 1.870
19 H -1.957 2.345 -4.134
20 H -0.706 -4.728 3.549
21 H -1.291 3.058 -2.665
22 H 2.087 -2.974 3.211
23 H 4.258 1.341 -2.164
24 H -0.765 -0.060 3.313
25 H -2.422 -0.518 3.814
26 H -3.891 0.002 0.824
27 H -4.148 0.040 2.534
28 H -1.931 -0.828 -2.952
29 H -1.645 -4.130 2.176
30 H 3.303 4.581 -2.743
31 H 1.420 -4.477 3.685
32 H -2.286 0.229 -4.290
33 H 4.769 2.917 -2.750
34 H 2.070 4.631 -1.482

These are the natural (NBO) partial charges, in e, on atoms 1 to 2: atom 1 (Tl): 1.52, atom 2 (F): -0.46

5.
Below is C19H30BBr10I as an isolated structure, with properties calculated with wB97M-V/def2-TZVPD.

Element x y z (Å)
1 I -1.304 4.338 3.239
2 Br -4.251 -2.428 -2.716
3 Br 0.465 1.925 5.473
4 Br -1.783 4.494 -2.351
5 Br -2.850 -5.015 -4.943
6 Br 1.444 3.982 0.935
7 Br 2.523 -3.146 -1.113
8 Br -0.317 -2.052 -3.200
9 Br -1.459 4.339 7.489
10 Br 6.991 -4.197 -3.999
11 Br 5.353 -0.897 -4.186
12 C -0.374 3.760 0.134
13 C -1.027 6.330 -0.120
14 C -0.585 4.996 -0.828
15 C -2.261 0.535 1.985
16 C 1.592 -2.068 -3.598
17 C 2.258 -3.298 -3.038
18 C -3.065 -5.017 -3.007
19 C 7.485 -2.510 -3.160
20 C -1.344 -1.464 0.717
21 C 6.269 -1.754 -2.694
22 C 0.726 2.496 7.316
23 C -4.362 -4.368 -2.597
24 C -0.812 -2.938 0.845
25 C -2.327 1.224 0.684
26 C -0.592 2.679 8.024
27 C -1.778 -0.836 1.975
28 C -2.835 2.719 0.741
29 C -1.417 -0.760 -0.566
30 C -1.921 0.609 -0.573
31 B -1.543 3.554 1.236
32 H 1.304 1.699 7.782
33 H 8.111 -2.787 -2.312
34 H 0.411 5.184 -1.314
35 H -2.121 6.517 -0.295
36 H -3.175 3.083 -0.262
37 H -5.208 -4.675 -3.207
38 H -1.751 -1.383 2.942
39 H -2.188 -4.523 -2.591
40 H -1.069 -1.253 -1.526
41 H 2.004 -1.140 -3.207
42 H 1.689 -4.210 -3.209
43 H 0.122 -3.013 1.453
44 H -0.617 -3.351 -0.183
45 H -3.055 -6.068 -2.722
46 H -0.399 7.153 -0.562
47 H -0.440 2.771 9.099
48 H 6.554 -0.938 -2.031
49 H 1.655 -2.059 -4.685
50 H -2.026 1.247 -1.486
51 H 8.083 -1.959 -3.882
52 H -1.634 -3.533 1.324
53 H 1.325 3.403 7.285
54 H 3.258 -3.416 -3.455
55 H -2.578 1.088 2.905
56 H -3.692 2.835 1.461
57 H -0.828 6.352 0.981
58 H -0.296 2.827 -0.490
59 H -4.579 -4.576 -1.549
60 H 5.537 -2.384 -2.193
61 H -1.298 1.875 7.828

These are the natural (NBO) partial charges, in e, on atoms 1 to 2: atom 1 (I): 0.01, atom 2 (Br): -0.01

6.
Below is an isolated ion of composition CH2O and charge -1, with properties calculated with wB97M-V/def2-TZVPD.

2S+1: 2
Energy above the lowest of the compared OMol25 structures with the same formula, charge and spin: 37.3 kJ/mol
Net charge: -1

Element x y z (Å)
1 O -0.306 0.292 -0.520
2 C 0.231 -0.243 0.412
3 H 0.767 0.460 1.058
4 H 0.297 -1.338 0.628

These are the natural (NBO) partial charges, in e, on atoms 1 to 2: atom 1 (O): -0.80, atom 2 (C): -0.25

| no. | E_tot (Ha) |
| --- | --- |
| 1 | -309.80931 |
| 2 | -280.42655 |
| 3 | -666.95705 |
| 4 | -1172.76608 |
| 5 | -26804.64865 |
| 6 | -114.45986 |